DFT (wB97M-V/def2-TZVPD) results for C36H102N9O12Sr2 as an isolated structure.

Results
Kohn-Sham gap: 7.984 eV
E_tot: -2889.627129 Eh
highest occupied orbital energy: -10.84 eV

```
! RIJCOSX wB97M-V def2-TZVPD def2/J DEFGRID3
* xyz 1 1
Sr -12.9945 -0.8414 9.8268
Sr -14.2154 -3.3613 7.8188
O -12.0237 -2.9981 9.3075
H -11.1934 -3.3874 8.9705
O -15.0686 -2.0634 9.9321
H -15.7458 -1.4101 9.6695
O -13.7953 -0.8758 7.4780
H -14.1052 -0.5585 6.6075
C -16.1188 -2.3676 15.1214
C -15.7372 -1.9690 13.7274
C -14.5192 -0.8843 13.6644
O -14.7364 0.4349 14.0970
C -13.6685 1.2504 14.5287
N -15.5814 -3.0664 12.8708
H -15.4976 -3.1796 15.4993
H -17.0690 -2.8964 15.0470
H -16.1902 -1.5301 15.8154
H -16.6134 -1.4507 13.3378
H -14.1464 -0.7881 12.6446
H -13.6165 -1.3114 14.1011
H -12.9906 1.2474 13.6751
H -13.1875 0.6316 15.2862
H -13.9154 2.2193 14.9627
H -14.7432 -3.5116 13.2162
H -15.4076 -2.7091 11.9423
C -8.7297 -3.3362 7.8158
C -9.1465 -2.0326 7.1921
C -8.1871 -1.5468 6.1033
O -7.0445 -0.8715 6.6273
C -7.2800 0.4514 6.9820
N -10.6219 -2.1850 6.8104
H -7.9528 -3.8230 7.2264
H -9.5531 -4.0325 7.9751
H -8.4690 -3.1555 8.8587
H -8.9736 -1.2391 7.9191
H -8.7774 -0.8987 5.4555
H -7.8410 -2.2968 5.3921
H -6.4883 0.7539 7.6675
H -8.2504 0.5801 7.4614
H -7.2235 1.1575 6.1536
H -11.1200 -2.4907 7.6342
H -10.8100 -1.2038 6.6624
C -15.8089 3.1502 11.2925
C -15.6511 1.9420 10.3648
C -15.6712 2.2959 8.8860
O -16.9395 2.9859 8.6126
C -17.0861 3.5585 7.3288
N -14.4128 1.2228 10.6900
H -16.4587 3.8876 10.8212
H -14.8409 3.5470 11.5986
H -16.3652 2.8371 12.1759
H -16.4180 1.1712 10.4413
H -15.5919 1.4189 8.2436
H -14.7587 2.8572 8.6850
H -16.7480 2.7888 6.6350
H -16.2341 4.2376 7.2974
H -18.0430 3.9608 6.9963
H -13.5680 1.7445 10.5049
H -14.2772 1.0211 11.6703
C -18.6413 -4.8569 6.2750
C -17.0768 -4.7400 6.3957
C -16.5409 -3.9805 5.1278
O -15.2853 -3.3726 5.2784
C -14.8220 -2.4816 4.2314
N -16.7403 -4.0660 7.6659
H -19.1041 -5.3521 7.1287
H -18.9029 -5.3538 5.3408
H -19.0128 -3.8328 6.3122
H -16.6675 -5.7274 6.6096
H -17.1756 -3.1131 4.9463
H -16.5864 -4.6304 4.2540
H -14.4154 -2.8721 3.2985
H -13.8957 -2.0167 4.5688
H -15.5442 -1.6719 4.1263
H -17.5245 -3.4322 7.7245
H -16.9606 -4.6347 8.4710
C -14.8808 -7.4244 7.0305
C -13.7972 -6.7064 7.9784
C -12.4718 -6.0779 7.4416
O -12.7570 -5.0162 6.5981
C -11.7022 -4.8467 5.6256
N -14.5068 -5.7539 8.7796
H -14.5027 -8.4199 6.7979
H -15.1767 -6.9140 6.1139
H -15.7870 -7.6996 7.5700
H -13.4460 -7.4582 8.6852
H -12.0110 -6.9732 7.0243
H -11.8260 -5.7948 8.2728
H -10.7425 -4.7422 6.1317
H -11.9345 -3.9619 5.0328
H -11.7101 -5.7179 4.9706
H -15.2356 -6.3880 9.0741
H -13.9136 -5.7396 9.5970
C -13.4166 -6.6900 12.1552
C -13.0085 -5.2117 11.8734
C -12.2069 -4.6227 13.0144
O -13.1128 -4.5163 14.1307
C -12.5190 -3.9740 15.2592
N -12.2539 -5.2723 10.6304
H -14.1097 -6.7253 12.9956
H -12.6552 -7.3107 12.6276
H -13.8496 -7.2283 11.3121
H -13.8843 -4.6028 11.6487
H -11.8462 -3.6417 12.7052
H -11.3910 -5.3278 13.1732
H -11.8089 -4.6471 15.7397
H -13.2721 -3.8562 16.0383
H -12.1106 -2.9696 15.1472
H -11.3119 -5.4983 10.9164
H -12.0909 -4.4056 10.1380
C -19.9293 -2.1124 11.4818
C -18.8861 -1.9045 10.4330
C -19.4232 -1.4897 8.9952
O -18.4841 -1.6507 7.9392
C -17.7597 -0.4549 7.7435
N -17.9513 -0.8907 10.9408
H -20.5194 -1.1966 11.4479
H -19.5552 -2.0659 12.5045
H -20.5708 -2.9416 11.1835
H -18.3778 -2.8688 10.4370
H -19.7950 -0.4728 9.1209
H -20.3486 -2.0439 8.8384
H -18.3353 0.4651 7.6411
H -17.2128 -0.4808 6.8010
H -17.0510 -0.1694 8.5208
H -17.7014 -1.0491 11.9066
H -17.0735 -0.9939 10.4521
C -16.3564 -9.2909 9.8437
C -17.6903 -8.6905 10.2254
C -17.9147 -7.3564 9.4538
O -16.9575 -6.3034 9.6536
C -16.6664 -6.1007 11.0362
N -18.6705 -9.6785 9.6841
H -16.1473 -10.3244 10.1199
H -15.5233 -8.6393 10.1074
H -16.2175 -9.3799 8.7662
H -17.8588 -8.5692 11.2955
H -18.8584 -6.8588 9.6774
H -18.1269 -7.5044 8.3949
H -16.0339 -6.8130 11.5659
H -17.6116 -6.0550 11.5771
H -16.2651 -5.0997 11.1948
H -18.4192 -10.5462 10.1359
H -19.6014 -9.4618 10.0103
C -11.3126 0.9752 4.5914
C -11.3040 1.6224 5.9531
C -12.3811 2.7669 6.1671
O -12.4327 3.7076 5.1456
C -13.4483 4.7033 5.1368
N -11.3936 0.5785 6.9543
H -10.9398 1.8019 3.9867
H -12.3378 0.7020 4.3418
H -10.6542 0.1119 4.4947
H -10.3362 2.1164 5.8671
H -12.3580 3.0342 7.2236
H -13.2960 2.1806 6.0814
H -13.0819 5.4950 4.4833
H -13.7034 5.1721 6.0872
H -14.3350 4.3403 4.6172
H -12.2665 0.0762 7.0307
H -11.1733 1.0555 7.8168
*
```

***

DFT (wB97M-V/def2-TZVPD) results for a 3-piece molecular cluster, C5H13NS overall.

Results
Kohn-Sham gap: 3.933 eV
E_tot: -650.938131 Eh
highest occupied orbital energy: -7.88 eV

```
! RIJCOSX wB97M-V def2-TZVPD def2/J DEFGRID3
* xyz 0 1
C -0.4013 -0.1339 -1.7456
N -0.5387 1.2517 -1.5089
C -0.0490 1.2947 1.9516
C 0.6381 1.7375 0.8821
S -0.0359 -2.8366 0.0903
C -0.6780 -0.0631 2.0707
C 1.0755 -0.6013 -1.7136
H -0.8798 -0.6904 -0.8813
H -0.8935 -0.4540 -2.6658
H -0.9464 1.6792 -2.3432
H 0.0160 1.7779 2.9293
H 0.0912 1.5972 -0.1828
H 1.5494 2.3070 1.0318
H -0.5668 -3.7487 0.9037
H -0.5789 -0.4583 3.0765
H -1.7492 0.1073 1.8645
H -0.3625 -0.8166 1.3336
H 1.2710 -1.5831 -2.1337
H 1.6093 0.1706 -2.2703
H 1.4294 -0.5372 -0.6888
*
```

***

DFT (wB97M-V/def2-TZVPD) results for C2H3LiO2 as an isolated structure.

Results
<S²>: 0.757
Kohn-Sham gap (spin up / spin down): 8.253 / 11.111 eV
E_tot: -235.677640 Eh
highest occupied orbital energy (spin up / spin down): -13.31 / -16.85 eV

```
! RIJCOSX wB97M-V def2-TZVPD def2/J DEFGRID3
* xyz 1 2
O -0.9616 -1.4547 -1.6269
C 0.0016 -1.4430 -0.9558
Li 1.9603 -0.7776 1.1278
O 0.4892 -0.5925 -0.1293
C -0.2453 0.8274 0.3219
H -0.0311 1.5504 1.1102
H -0.0169 1.4519 -0.5475
H -1.1963 0.4381 0.6996
*
```

***

DFT (wB97M-V/def2-TZVPD) results for a 2-piece molecular cluster, C4H14N2O overall.

Results
<S²>: 0.750
Kohn-Sham gap (spin up / spin down): 3.048 / 8.794 eV
E_tot: -345.465915 Eh
highest occupied orbital energy (spin up / spin down): 0.85 / -5.07 eV

```
! RIJCOSX wB97M-V def2-TZVPD def2/J DEFGRID3
* xyz -1 2
C 0.7828 2.2182 0.1188
N 0.3322 0.8894 -0.2843
C 1.4003 0.0874 -0.8269
C 1.0995 -1.3992 -0.7276
N -0.0955 -1.8705 -1.4424
C -1.4624 -1.4120 -1.1703
H 0.0324 2.7979 0.6550
H 1.2355 2.7096 -0.7380
H 1.5505 2.0504 0.8957
H -0.0645 0.4070 0.5249
H 1.7700 0.4354 -1.7995
H 2.3872 0.2458 -0.3027
H 2.0121 -1.8363 -1.1672
H 0.8900 -1.6513 0.3170
H 0.0949 -1.7366 -2.4276
H -2.1386 -2.1168 -1.6712
H -1.6552 -1.5743 -0.1061
H -1.6756 -0.4122 -1.5517
H -1.5609 0.1582 3.2826
H -1.3509 1.5885 2.8993
O -1.7737 1.0587 3.6006
*
```

***

DFT (wB97M-V/def2-TZVPD) results for one molecule with the formula C3H7N3OS.

Results
Kohn-Sham gap: 9.140 eV
SMILES: N/N=C/NC(=O)CS
E_tot: -756.178952 Eh
highest occupied orbital energy: -8.53 eV

```
! RIJCOSX wB97M-V def2-TZVPD def2/J DEFGRID3
* xyz 0 1
N 3.4044 -0.3165 -0.0558
N 2.1108 0.1579 -0.1683
C 1.1921 -0.7250 -0.0879
N -0.1736 -0.4198 -0.2152
C -0.7580 0.8114 -0.0697
O -0.1868 1.8425 0.2099
C -2.2732 0.8330 -0.3218
S -3.2258 -0.6721 0.0205
H 4.0021 0.4659 0.2659
H 3.5024 -1.0833 0.6032
H 1.3944 -1.7987 0.0231
H -0.8113 -1.1908 -0.3749
H -2.4026 1.0400 -1.3962
H -2.6695 1.6839 0.2162
H -3.1055 -0.6285 1.3508
*
```

***

DFT (wB97M-V/def2-TZVPD) results for C31H47GaNO3P2S as an isolated structure.

Results
Kohn-Sham gap (spin up / spin down): 2.422 / 2.734 eV
E_tot: -4495.190429 Eh
highest occupied orbital energy (spin up / spin down): -8.13 / -8.02 eV

```
! RIJCOSX wB97M-V def2-TZVPD def2/J DEFGRID3
* xyz 1 1
Ga -2.6153 -2.4144 0.4458
C 3.7184 2.0684 1.6153
C 2.8141 3.1409 1.8663
C 2.2069 1.3758 3.2051
C 3.3342 0.9701 2.4398
C 1.8936 2.7189 2.8613
C 4.8322 2.0793 0.6538
H 5.1918 3.1009 0.4701
H 4.5269 1.6572 -0.3174
H 5.6754 1.4867 1.0342
C 4.0132 -0.3349 2.5331
H 3.3166 -1.1812 2.4707
H 4.5504 -0.4313 3.4929
H 4.7315 -0.4248 1.7101
C 1.5387 0.5623 4.2355
H 1.9865 0.7303 5.2261
H 1.6152 -0.5110 4.0238
H 0.4779 0.8272 4.3081
C 0.8152 3.5546 3.4174
H 1.1920 4.5637 3.6388
H 0.4219 3.1107 4.3395
H -0.0079 3.6605 2.6945
C 2.7574 4.4314 1.1556
H 2.6010 5.2551 1.8699
H 1.9115 4.4360 0.4474
H 3.6816 4.6044 0.5914
C 1.6534 1.4850 -1.1351
C 2.0931 2.6191 -1.7068
C 1.2845 3.5825 -2.5236
C -0.2377 3.5805 -2.3329
C -0.7022 3.9311 -0.9498
C -0.7723 3.1263 0.1158
C -0.4800 1.6598 0.2001
C 0.2457 0.9980 -1.0054
H 1.5073 3.4245 -3.5941
H -0.6665 2.6370 -2.6789
H 1.6598 4.6049 -2.3265
H -0.3075 1.1276 -1.9486
H 2.3867 0.8087 -0.6873
H 3.1574 2.8603 -1.6844
H 0.2927 -0.0918 -0.8055
H 0.1447 1.4837 1.0963
H -1.1642 3.5370 1.0541
H -1.4207 1.1093 0.3894
H -0.6344 4.3537 -3.0046
H -1.0490 4.9721 -0.8429
P -3.5725 -2.0514 -1.5146
P -4.5815 -1.4443 1.4143
C -5.3713 -1.9559 -1.2446
C -5.8311 -2.0638 0.2142
H -5.7827 -2.7677 -1.8522
H -5.6811 -1.0057 -1.6883
H -6.7449 -1.4796 0.3853
H -6.0404 -3.1062 0.4946
C -5.5347 -1.6920 2.9524
H -5.0680 -1.1386 3.7772
H -5.5796 -2.7549 3.2141
H -6.5610 -1.3144 2.8116
C -4.7587 0.3821 1.2562
H -5.8137 0.6387 1.0697
H -4.1327 0.8010 0.4581
H -4.4536 0.8249 2.2162
C -3.3348 -3.3367 -2.7576
H -2.3609 -3.1993 -3.2467
H -4.1503 -3.2455 -3.4888
H -3.3768 -4.3242 -2.2786
C -3.0868 -0.4808 -2.2923
H -3.8131 0.3056 -2.0453
H -3.0592 -0.6342 -3.3829
H -2.0877 -0.1766 -1.9493
O 3.1172 -2.7965 0.8839
S 2.6999 -2.3005 -0.4033
O 3.4275 -1.1995 -0.9906
N 1.0847 -2.0936 -0.5136
C 0.4405 -3.1236 -1.1022
O -0.8084 -3.3424 -1.0010
C 1.4032 -4.0275 -1.8241
C 1.1901 -5.1224 -2.6714
C 2.2928 -5.8508 -3.1513
C 3.6086 -5.4863 -2.7907
C 3.8246 -4.3838 -1.9531
C 2.7052 -3.6774 -1.5111
H 0.1704 -5.3748 -2.9414
H 2.1512 -6.7047 -3.8089
H 4.4641 -6.0636 -3.1657
H 4.8341 -4.0790 -1.6367
*
```

***

DFT (wB97M-V/def2-TZVPD) results for a 5-piece molecular cluster, C42H57B2BrCl8FIN4O4P overall.

Results
Kohn-Sham gap: 8.310 eV
E_tot: -9198.699897 Eh
highest occupied orbital energy: -10.74 eV

```
! RIJCOSX wB97M-V def2-TZVPD def2/J DEFGRID3
* xyz 1 1
C 3.5281 -1.1235 0.0721
C 2.5915 -0.3292 0.9810
C 2.7818 -0.8704 2.4152
C 1.0851 -0.4447 0.6934
C 0.4731 0.1588 -0.5894
P 1.8008 0.7320 -1.8488
O 2.6848 1.8065 -1.0193
I 0.5784 2.0716 -3.5104
C -0.5374 1.2353 -0.1223
B -0.0090 2.6889 0.3454
O 0.4662 3.5636 -0.5428
N -0.1573 3.1544 1.7298
C 0.7903 2.5731 2.6782
C -1.5358 3.0614 2.2052
O -1.5288 1.4740 -1.1218
C -2.3892 0.4175 -1.3191
F -3.5153 0.6040 -0.5524
C -1.8002 -1.0051 -1.0682
C -2.5428 -1.8602 -2.1450
C -2.7308 -3.3795 -1.9474
C -4.1856 -3.8583 -1.7665
N -4.3812 -4.7794 -0.6417
C -1.9874 -1.5637 0.3301
C -3.4410 -1.7372 0.8374
C -3.7683 -0.7614 1.9717
Br -4.6635 -1.6438 3.4453
N -0.3292 -0.8489 -1.4705
B 0.4184 -2.1660 -1.8673
O 1.1774 -2.1544 -2.9689
N 0.2224 -3.4114 -1.1471
C 1.3677 -3.7861 -0.2760
C 0.1701 -4.4894 -2.1834
H 4.4774 -0.6091 -0.0398
H 3.7256 -2.1126 0.4638
H 3.1492 -1.2699 -0.9366
H 2.8991 0.7042 1.0643
H 3.7456 -0.5155 2.7706
H 2.0448 -0.4667 3.1033
H 2.8149 -1.9542 2.4342
H 0.6050 0.0554 1.5291
H 0.7925 -1.4795 0.8362
H 2.9061 2.5458 -1.6151
H -1.0709 0.8632 0.7507
H 0.6682 4.3885 -0.0715
H 1.7670 2.4042 2.2363
H 0.8774 3.2185 3.5473
H 0.4113 1.6207 3.0727
H -1.7531 2.0637 2.6130
H -1.7305 3.7747 2.9990
H -2.2174 3.2324 1.3776
H -2.7003 0.4941 -2.3596
H -2.0944 -1.6620 -3.1194
H -3.5379 -1.4328 -2.2239
H -2.4008 -3.8598 -2.8629
H -2.1282 -3.8083 -1.1575
H -4.4979 -4.3765 -2.6672
H -4.8440 -3.0099 -1.6491
H -3.5644 -4.8474 -0.0494
H -4.5822 -5.7190 -0.9550
H -1.4883 -2.5276 0.3535
H -1.4756 -0.9977 1.0984
H -3.6355 -2.7436 1.1749
H -4.1654 -1.4824 0.0718
H -4.3915 0.0456 1.6195
H -2.8808 -0.3140 2.4044
H -0.4059 -0.3421 -2.3665
H 1.0829 -1.3656 -3.5261
H 2.3189 -3.6191 -0.7706
H 1.3156 -4.8598 -0.1257
H 1.3363 -3.3443 0.7120
H -0.3311 -5.3388 -1.7250
H -0.4214 -4.2006 -3.0411
H 1.1626 -4.8251 -2.4696
Cl 4.7076 7.1008 -4.6904
C 4.0426 6.9055 -3.1097
C 3.5420 5.6849 -2.6849
Cl 3.5729 4.2941 -3.7222
C 3.0068 5.5598 -1.4116
C 2.9744 6.6485 -0.5593
C 3.4809 7.8693 -0.9814
C 4.0118 7.9969 -2.2523
H 2.6146 4.6060 -1.0870
H 2.5620 6.5551 0.4389
H 3.4641 8.7230 -0.3172
H 4.4070 8.9460 -2.5854
Cl 3.6024 6.8586 2.6357
C 4.2910 8.2820 3.3465
C 5.5490 8.7269 2.9680
Cl 6.4727 7.8916 1.7688
C 6.0815 9.8652 3.5546
C 5.3587 10.5555 4.5118
C 4.0976 10.1112 4.8851
C 3.5648 8.9748 4.3025
H 7.0627 10.2081 3.2586
H 5.7802 11.4413 4.9661
H 3.5288 10.6493 5.6305
H 2.5841 8.6224 4.5895
Cl 3.1346 -7.0937 1.0001
C 3.4602 -7.7620 -0.5636
C 4.1382 -7.0440 -1.5385
Cl 4.7143 -5.4355 -1.2517
C 4.3733 -7.6156 -2.7803
C 3.9356 -8.9006 -3.0483
C 3.2616 -9.6205 -2.0720
C 3.0250 -9.0512 -0.8333
H 4.9021 -7.0512 -3.5354
H 4.1225 -9.3399 -4.0183
H 2.9208 -10.6264 -2.2742
H 2.5010 -9.6073 -0.0689
Cl -9.3098 -0.1410 -1.4680
C -9.1118 -1.4637 -0.3730
C -7.8612 -1.8215 0.1080
Cl -6.4387 -0.9437 -0.3652
C -7.7230 -2.8908 0.9774
C -8.8416 -3.6034 1.3727
C -10.0963 -3.2450 0.8989
C -10.2306 -2.1780 0.0272
H -6.7426 -3.1648 1.3412
H -8.7326 -4.4385 2.0507
H -10.9728 -3.7978 1.2075
H -11.2048 -1.8960 -0.3458
*
```

***

DFT (wB97M-V/def2-TZVPD) results for a 2-piece molecular cluster, C9H13NO2 overall.

Results
Kohn-Sham gap: 8.559 eV
SMILES: Cc1ccc(O)cc1.CC(N)=O
E_tot: -555.931855 Eh
highest occupied orbital energy: -7.88 eV

```
! RIJCOSX wB97M-V def2-TZVPD def2/J DEFGRID3
* xyz 0 1
C 0.4759 -4.1226 1.0693
C 0.6809 -2.7985 0.3711
C 0.6994 -1.5243 1.0908
C 1.0479 -0.3409 0.4538
C 1.1430 -0.3362 -0.9830
O 1.3388 0.8583 -1.5947
C 1.0335 -1.5426 -1.7828
C 0.8006 -2.7527 -1.0189
H -0.1229 -4.8209 0.4340
H 0.1009 -4.1882 2.0802
H 1.4868 -4.5948 1.0583
H 0.4567 -1.5437 2.1447
H 1.0546 0.6025 0.9405
H 1.0019 1.6061 -1.0922
H 0.8579 -1.6017 -2.8077
H 0.9581 -3.6088 -1.5361
C -2.4095 3.9023 -0.1991
C -1.0654 3.2815 -0.3625
N -0.3726 2.9555 0.9906
O -0.7316 2.6790 -1.3303
H -2.9109 4.1912 -1.1589
H -2.4686 4.6907 0.5329
H -3.1590 3.1621 0.0563
H 0.3834 2.3095 0.8922
H -0.2801 3.5372 1.7515
*
```

***

DFT (wB97M-V/def2-TZVPD) results for C8H16AlBBeBrCaF4NO2 as an isolated structure.

Results
Kohn-Sham gap: 1.990 eV
E_tot: -4451.887685 Eh
highest occupied orbital energy: -14.47 eV

```
! RIJCOSX wB97M-V def2-TZVPD def2/J DEFGRID3
* xyz 2 1
C -0.7652 -1.7775 -1.7497
C -1.7434 -0.6070 -2.2928
C -1.4979 0.8485 -1.5743
Br -1.0954 0.4718 0.3629
Al 0.1529 1.8626 -2.2953
O 0.3384 1.7923 -4.1804
C -0.7705 2.5332 -4.7293
N -1.3482 3.3073 -5.4704
H -0.6513 -2.5920 -2.5664
H 0.2589 -1.3978 -1.4132
H -1.2823 -2.2635 -0.8472
H -1.7095 -0.5433 -3.4614
H -2.8361 -0.9528 -2.0201
H -2.4873 1.4720 -1.6408
H 0.1546 3.3621 -1.7243
H 1.4581 1.1099 -1.7102
Be 0.7162 0.0491 -4.4605
B 2.1190 4.8095 0.3699
F 2.2213 4.8075 1.7946
F 2.5550 3.5439 -0.1439
F 0.7501 5.0249 -0.0139
F 2.9376 5.8483 -0.1693
C 1.0373 -1.5401 3.4850
C 0.3876 -2.6431 4.2907
C -0.5885 -3.2307 3.2914
O -0.0090 -3.0509 1.9906
C 1.1077 -2.1596 2.1037
H 2.0132 -1.2348 3.8647
H 0.3855 -0.6594 3.4677
H 1.1369 -3.3922 4.5656
H -0.0963 -2.2939 5.2038
H -1.5459 -2.6970 3.3084
H -0.7792 -4.2923 3.4644
H 2.0219 -2.7510 1.9799
H 1.0646 -1.4138 1.3053
Ca -3.6110 0.6498 -2.3849
*
```